This record from the Open Molecules 2025 dataset describes C46H66N11O6P as an isolated structure. The level of theory is ωB97M-V/def2-TZVPD.

Each line ends with the Mulliken charge.
Element x y z (Å)
C: -2.614 -1.293 3.499  -0.71
O: -1.656 -0.275 3.485  -0.36
C: -0.561 -0.418 2.645  -0.81
C: -1.018 -0.506 1.028  0.98
N: 0.143 -0.163 0.134  1.85
H: 0.996 -0.637 0.480  -1.32
H: -0.048 -0.579 -0.893  0.51
C: 0.412 1.242 0.130  0.16
C: 1.340 1.539 -1.100  0.86
O: 2.023 2.706 -0.970  -0.66
C: 2.931 2.830 -2.060  -0.86
H: -3.356 -1.153 4.364  0.19
H: -2.297 -2.315 3.706  0.21
H: -2.824 -1.405 2.497  0.44
H: -0.237 -1.393 2.918  0.27
H: 0.185 0.270 2.907  0.47
H: -1.877 0.233 0.762  -0.84
H: -1.417 -1.508 0.922  0.15
H: 0.929 1.547 1.038  -0.72
H: -0.381 2.009 0.092  -0.16
H: 0.487 1.491 -1.762  0.40
H: 1.943 0.669 -1.139  -0.38
H: 2.622 2.530 -3.218  -0.02
H: 3.708 2.117 -2.012  0.44
H: 3.424 3.756 -2.263  0.56
P: 0.258 -2.536 -2.170  0.39
O: -0.554 -3.488 -1.411  -0.96
O: 0.254 -2.827 -3.746  -0.94
O: 1.662 -2.415 -1.578  -0.99
O: -0.268 -1.127 -1.951  -0.37
N: -2.238 3.543 1.605  0.33
C: -3.035 3.896 0.596  -0.28
C: -4.158 3.189 0.681  -1.03
C: -3.975 2.284 1.876  -0.89
C: -2.752 2.581 2.420  -0.95
H: -1.484 4.112 1.773  0.41
H: -2.870 4.789 -0.037  0.35
H: -4.953 3.345 0.022  0.65
H: -4.787 1.605 2.202  0.36
H: -2.282 2.292 3.232  1.22
N: 1.118 -1.724 6.986  0.07
C: 2.320 -2.265 7.066  -0.32
C: 2.575 -3.063 5.934  -1.18
C: 1.276 -3.043 5.123  -0.11
C: 0.450 -2.336 5.995  -0.59
H: 0.671 -1.087 7.608  0.20
H: 2.937 -1.865 8.001  0.27
H: 3.476 -3.651 5.788  0.39
H: 1.041 -3.492 4.342  0.87
H: -0.586 -1.980 5.900  0.42
N: 1.083 -1.194 -5.537  0.14
C: 1.691 -1.293 -6.801  -0.83
C: 2.094 -0.005 -7.176  -1.41
C: 1.832 0.867 -5.912  0.13
C: 1.152 0.092 -5.002  -0.74
H: 0.744 -2.098 -4.774  0.46
H: 1.607 -2.099 -7.276  0.78
H: 2.599 0.138 -7.983  0.60
H: 2.183 1.950 -5.796  0.22
H: 0.897 0.142 -3.975  0.57
N: -5.240 -2.963 2.275  0.03
C: -4.937 -4.171 3.025  -0.44
C: -5.273 -3.818 4.362  -0.62
C: -5.858 -2.501 4.335  -0.87
C: -5.794 -1.974 3.020  -0.09
H: -5.056 -2.896 1.306  0.26
H: -4.868 -5.198 2.546  0.32
H: -5.256 -4.447 5.103  0.74
H: -5.814 -2.006 5.281  0.37
H: -5.902 -1.005 2.458  0.34
N: 2.622 -1.455 0.487  -0.15
C: 2.414 -2.041 1.655  0.25
C: 3.127 -1.396 2.578  -0.19
C: 3.933 -0.240 1.844  -1.59
C: 3.559 -0.394 0.538  -0.35
H: 2.227 -1.756 -0.431  0.59
H: 1.718 -3.059 1.764  0.01
H: 3.303 -1.749 3.631  0.21
H: 4.587 0.445 2.174  0.68
H: 3.906 0.141 -0.323  0.56
N: -0.813 3.549 -3.575  0.06
C: -0.538 4.465 -2.579  -0.03
C: 0.478 5.331 -3.051  -0.72
C: 0.579 4.896 -4.527  -1.14
C: -0.143 3.766 -4.746  -0.76
H: -1.428 2.694 -3.514  0.60
H: -1.046 4.351 -1.624  0.24
H: 0.918 6.196 -2.667  0.50
H: 1.174 5.404 -5.309  0.30
H: -0.353 3.192 -5.482  0.86
N: 1.240 4.543 0.827  0.16
C: 0.719 5.809 0.645  -0.11
C: 0.288 6.164 1.908  -0.95
C: 0.493 5.050 2.887  -1.08
C: 0.982 3.978 2.177  -0.51
H: 1.563 3.923 0.076  0.60
H: 0.603 6.350 -0.426  0.04
H: -0.062 7.034 2.128  0.71
H: 0.471 4.997 3.874  0.62
H: 1.392 3.002 2.274  0.63
N: -0.547 -4.380 0.881  0.02
C: -1.565 -4.301 1.882  -0.04
C: -1.118 -5.079 2.980  -0.81
C: 0.186 -5.649 2.632  -0.82
C: 0.491 -5.261 1.326  -0.70
H: -0.565 -3.942 -0.158  0.47
H: -2.540 -3.650 1.707  0.20
H: -1.732 -5.252 3.695  1.03
H: 0.755 -6.213 3.435  0.30
H: 1.236 -5.408 0.543  0.46
N: 3.803 -1.958 -2.891  0.41
C: 4.806 -2.848 -3.265  -0.61
C: 5.650 -2.201 -4.130  -0.77
C: 5.169 -0.836 -4.175  -0.95
C: 3.939 -0.722 -3.444  0.19
H: 2.908 -2.304 -2.450  0.39
H: 4.639 -3.912 -2.972  0.33
H: 6.492 -2.597 -4.549  0.54
H: 5.650 -0.050 -4.703  0.42
H: 3.125 0.114 -3.182  0.01
N: -1.957 0.439 -2.767  0.36
C: -2.860 1.162 -1.892  0.04
C: -3.764 1.777 -2.785  -0.54
C: -3.175 1.646 -4.168  -0.95
C: -2.165 0.717 -4.132  -0.40
H: -1.111 -0.212 -2.347  0.38
H: -2.908 1.216 -0.756  -0.16
H: -4.416 2.520 -2.362  0.35
H: -3.522 2.132 -5.046  0.42
H: -1.641 0.303 -5.043  0.45

Its net charge is -2. The value obtained for the orbital gap is 6.4699 eV.